No. 1
62
Properties=species:S:1:pos:R:3:forces:R:3:lowdin_charge:R:1 method="wB97M-V/def2-TZVPD" fmax_ev_per_a=0.83 energy_ha=-1330.05834 charge=+1 gap_ev=8.222
C -0.139100 1.431446 3.024724 -0.17 0.11 0.17 -0.07
C -1.462436 1.905421 2.406019 0.43 -0.04 0.35 -0.20
C -1.271612 2.866735 1.227913 -0.78 -0.26 -0.09 -0.30
C -2.577145 3.606615 0.874250 0.20 -0.23 -0.09 -0.03
C -0.701791 2.179908 0.018510 0.20 0.09 0.10 -0.11
C 0.502265 2.584826 -0.509239 0.33 0.06 -0.23 0.10
C 1.042829 1.947087 -1.613440 -0.16 0.00 -0.17 -0.04
C 2.384552 2.328153 -2.166329 0.19 -0.13 0.18 -0.44
O 3.312802 1.557078 -2.091167 -0.14 0.20 -0.14 0.17
O 2.427974 3.521574 -2.718755 0.06 -0.36 0.02 0.23
B 3.760530 3.954838 -3.122394 -0.01 0.44 -0.08 -0.71
O 4.615621 4.345033 -2.139261 -0.21 -0.12 -0.03 0.23
O 4.000598 4.089404 -4.437603 0.40 -0.39 0.19 0.10
C 3.853953 2.966381 -5.314251 -0.28 0.18 -0.14 -0.03
C 0.365088 0.890436 -2.197815 0.17 0.15 0.04 0.08
C -0.839855 0.476811 -1.685542 -0.17 0.06 0.15 -0.11
C -1.610213 -0.657886 -2.278050 -0.02 -0.06 -0.26 -0.09
C -0.763476 -1.905173 -2.573147 -0.20 0.02 0.18 -0.16
C 0.066477 -2.423901 -1.382946 0.22 -0.39 -0.23 -0.40
C 1.547829 -1.988360 -1.429822 -0.46 0.56 -0.05 -0.06
C 0.019573 -3.956560 -1.364723 0.34 0.25 0.06 -0.08
N -1.322386 1.149642 -0.607019 0.14 -0.18 0.05 0.03
O -2.563263 0.778794 -0.146677 -0.13 0.04 -0.05 0.08
H -0.197810 0.367902 3.236636 0.23 0.03 0.01 0.03
H 0.712572 1.630832 2.373181 0.05 -0.13 -0.10 0.07
H 0.059799 1.947819 3.962367 0.04 0.06 0.00 0.08
H -2.040676 1.029212 2.126296 -0.17 0.08 -0.06 0.09
H -2.062370 2.417858 3.157421 -0.05 0.07 -0.02 0.12
H -0.517040 3.589696 1.531105 0.05 0.10 -0.08 0.14
H -2.745967 4.405142 1.590952 -0.05 0.04 0.03 0.09
H -3.411721 2.911828 0.905136 -0.11 0.04 0.04 0.08
H -2.538865 4.029387 -0.128497 0.01 0.17 0.00 0.09
H 1.023021 3.405800 -0.040676 0.01 0.05 0.03 0.15
H 5.169084 3.637925 -1.794711 0.14 0.11 0.09 0.13
H 2.805012 2.690421 -5.424987 -0.07 0.00 -0.01 0.09
H 4.418935 2.112502 -4.945188 0.04 -0.01 0.05 0.10
H 4.251785 3.259455 -6.279340 -0.02 0.03 -0.05 0.10
H 0.776657 0.373652 -3.049905 0.02 -0.05 -0.03 0.15
H -2.042365 -0.285058 -3.210930 -0.07 -0.01 -0.02 0.14
H -2.451127 -0.935819 -1.653734 0.00 0.06 0.12 0.12
H -0.145943 -1.760264 -3.460204 0.13 0.05 0.04 0.12
H -1.484734 -2.674844 -2.847942 -0.04 0.00 -0.10 0.11
H -0.377947 -2.058200 -0.451441 -0.09 0.01 0.04 0.13
H 1.819198 -1.688977 -2.442179 0.18 -0.25 -0.09 0.07
H 2.204286 -2.789742 -1.107213 0.11 0.00 0.08 0.08
H 1.729020 -1.107700 -0.813975 0.13 -0.07 0.15 0.07
H 0.635178 -4.335372 -2.182410 -0.15 -0.10 -0.14 0.09
H 0.479030 -4.325902 -0.448941 -0.11 -0.09 0.09 0.08
H -0.990558 -4.347107 -1.459261 -0.06 -0.07 0.06 0.08
H -2.410962 0.055079 0.482571 0.00 -0.01 0.05 0.14
C -0.035025 -3.961184 3.911461 0.03 0.04 -0.04 0.00
C -0.949646 -2.762037 3.867086 0.09 -0.02 0.05 -0.54
O -0.598890 -1.708727 3.342725 -0.20 -0.11 -0.15 0.00
N -2.170793 -2.884098 4.433641 -0.02 -0.05 -0.04 0.01
C -2.742557 -4.043827 5.096896 -0.05 0.16 -0.02 -0.06
H 0.896261 -3.695702 3.421936 0.00 0.03 -0.01 0.08
H 0.176662 -4.251648 4.940412 -0.02 -0.05 0.00 0.09
H -0.480237 -4.810951 3.393334 0.00 -0.04 0.05 0.09
H -2.730349 -2.047559 4.382892 0.00 0.02 0.04 0.14
H -3.655446 -4.361232 4.592426 0.02 -0.04 -0.01 0.09
H -2.985707 -3.808855 6.133129 0.03 -0.04 0.02 0.09
H -2.038579 -4.868003 5.086697 0.01 -0.02 0.00 0.07

***

No. 2
63
Properties=species:S:1:pos:R:3:forces:R:3:lowdin_charge:R:1 method="wB97M-V/def2-TZVPD" fmax_ev_per_a=2.88 de_lowest_kcal_mol=0.0 energy_ha=-2315.67202 gap_ev=6.730
P 3.940601 1.158124 -0.540393 1.89 2.17 -0.17 0.77
P 2.139454 2.753608 -3.587656 0.67 0.98 -0.10 0.91
C 4.459317 1.535449 -2.319375 0.04 -0.33 -0.01 -0.45
C 3.877548 2.829517 -2.961526 0.43 0.10 -0.54 -0.39
H 4.232366 0.643255 -2.926442 0.18 0.45 0.04 0.00
H 5.553361 1.648270 -2.261659 -0.28 -0.17 -0.16 0.07
H 3.965176 3.718008 -2.306085 0.02 -0.57 -0.39 0.05
H 4.439387 3.032101 -3.889936 0.39 0.01 0.48 0.08
C 2.310062 1.560090 -4.938429 0.16 -0.05 -0.71 -0.26
H 1.401691 0.953212 -5.008440 0.18 0.04 -0.08 0.04
H 3.160793 0.904764 -4.729477 -0.17 -0.02 -0.17 0.03
H 2.475290 2.091126 -5.883842 0.04 -0.33 0.01 0.04
C 2.022217 4.386553 -4.500556 0.51 0.14 -0.30 -0.25
H 2.870670 4.587859 -5.172845 -0.02 -0.19 0.17 0.04
H 1.932521 5.243130 -3.813886 0.11 -0.52 -0.02 0.02
H 1.120240 4.437439 -5.129076 0.14 -0.35 0.29 0.05
C 5.313872 0.143130 0.238703 0.51 -0.50 0.02 -0.28
H 4.931615 -0.764989 0.748368 0.21 0.35 -0.66 0.01
H 5.748005 0.750583 1.053208 -0.28 -0.13 -0.42 0.04
H 6.171052 -0.104343 -0.437032 -0.86 0.07 0.37 0.06
C 4.765783 2.787487 -0.011158 -0.37 0.26 0.51 -0.27
H 4.183481 3.680002 -0.280209 0.25 -0.54 0.23 -0.01
H 5.744520 2.865456 -0.521693 -0.42 -0.27 0.30 0.06
H 4.930768 2.774424 1.076548 -0.13 0.14 -0.33 0.05
Sn 2.417632 -0.934835 -1.313872 -1.58 -1.26 0.31 1.11
C -0.464164 4.702909 -2.537561 0.94 -1.12 -1.29 -0.13
C -0.045736 3.414603 -2.633845 -2.62 -0.04 0.70 -0.27
C 0.198861 2.464920 -1.484865 0.11 -0.10 0.53 -0.25
C 0.511054 3.090084 -0.115310 -0.83 -0.58 1.25 -0.20
C 1.685417 4.011009 0.018783 0.91 -0.85 -0.55 -0.10
C 2.052369 5.083025 -0.693525 0.35 0.48 0.48 -0.12
C 1.151834 6.171132 -1.202481 -0.31 -0.13 -0.89 -0.19
C -0.265617 5.659318 -1.431793 -0.67 0.48 0.51 -0.22
C 2.662050 -2.171288 0.502119 0.10 -0.25 -0.31 -0.33
H -0.868525 5.141138 -3.446843 0.02 -0.06 -0.06 0.10
H -0.390373 2.886938 -3.543494 0.32 0.34 0.39 0.10
H 1.017731 1.766810 -1.760095 -0.60 0.45 0.36 0.01
H -0.670067 1.812424 -1.318350 0.13 0.46 -0.27 0.09
H -0.401907 3.478367 0.358200 0.08 -0.15 -0.19 0.11
H 0.818304 2.233080 0.512019 -0.55 0.17 -0.12 0.10
H 2.414466 3.486254 0.661002 0.19 0.62 -0.82 0.08
H 3.124895 5.251844 -0.864450 -0.23 0.41 0.81 0.09
H 1.540564 6.619669 -2.131311 -0.01 -0.14 0.19 0.10
H 1.071191 7.016514 -0.491018 0.40 -0.51 -0.03 0.12
H -0.594170 5.161824 -0.520117 -0.17 0.56 0.17 0.09
H -0.915305 6.523518 -1.640713 0.08 -0.24 0.35 0.12
H 1.740535 -2.743404 0.687637 0.30 0.41 0.00 -0.03
H 2.931158 -1.577831 1.376449 -0.15 -0.08 0.08 -0.02
H 3.457731 -2.902683 0.320072 0.06 0.10 0.10 -0.02
C -0.859653 -2.990921 -0.431404 0.07 -0.50 -0.12 0.00
C -0.846980 -1.544201 -0.891983 0.27 1.70 0.15 -0.41
O 0.364094 -0.838538 -0.913496 -0.49 -0.64 -0.28 -0.40
C -1.513868 -1.384736 -2.319173 0.13 0.11 -0.36 -0.48
F -2.548458 -2.241502 -2.554415 0.74 0.61 0.33 0.13
F -1.976706 -0.126432 -2.551110 0.37 -1.04 0.13 0.14
F -0.567713 -1.639182 -3.273253 -0.73 0.07 0.65 0.10
C -1.678919 -0.768731 0.187348 -0.32 0.46 0.51 -0.50
F -2.935012 -1.274301 0.360670 0.71 0.27 -0.20 0.13
F -1.043244 -0.872818 1.391835 -0.50 0.04 -0.83 0.13
F -1.826126 0.557339 -0.058223 0.07 -1.06 0.29 0.13
H -0.397146 -3.656605 -1.170551 0.04 0.19 0.20 0.11
H -1.899703 -3.308024 -0.298418 0.22 -0.02 -0.11 0.10
H -0.363656 -3.085035 0.543205 -0.04 0.07 -0.42 0.09

***

No. 3
65
Properties=species:S:1:pos:R:3:forces:R:3:lowdin_charge:R:1 method="wB97M-V/def2-TZVPD" fmax_ev_per_a=4.50 energy_ha=-2076.61033 charge=-1 gap_ev=5.356
C 5.821397 -4.555088 0.041021 0.19 -0.03 -0.23 -0.11
C 5.483930 -2.945398 -0.120179 0.74 -0.52 0.38 -0.22
O 4.207447 -2.702100 -0.855461 0.81 2.35 1.68 -0.06
B 3.635548 -1.384716 -0.435780 -0.66 -0.96 1.61 -0.38
O 2.986026 -1.333231 0.919452 3.17 0.08 -1.44 0.01
C 3.694375 -0.017999 -1.347205 2.97 0.49 -1.42 -0.26
C 2.856267 0.084400 -2.751170 -1.41 0.62 0.40 -0.12
C 1.592903 -0.952233 -2.888196 -0.47 0.36 -1.42 -0.25
C 0.326556 -0.545852 -1.928784 0.62 -0.70 1.87 -0.46
S -1.211437 0.020368 -2.911667 -0.18 -0.30 1.50 0.71
C -2.440253 0.440721 -1.509723 0.03 0.41 0.58 -0.97
S -2.529448 2.078642 -1.065031 0.12 -3.04 -0.55 0.62
N -3.194581 -0.712778 -0.894721 0.40 2.02 -0.38 -0.24
C -3.322335 -0.613430 0.606761 -0.41 -0.40 0.64 -0.25
C -4.592706 0.269340 1.147029 0.33 0.06 1.55 -0.16
C -4.497440 -1.021167 -1.589550 -1.21 -0.61 -0.96 -0.25
C -5.311083 0.274275 -2.174748 -1.45 -0.32 -0.17 -0.15
C 5.274505 -0.045359 -1.894652 -0.35 -0.18 0.12 -0.13
O 6.082149 0.182254 -0.650918 -2.26 -0.64 -3.84 -0.09
B 5.221372 1.190162 0.047919 0.73 -0.10 1.32 -0.80
C 5.993347 2.624038 0.280662 -0.01 1.88 -1.00 -0.10
C 6.412285 3.416621 -1.094768 0.21 1.75 0.84 -0.27
O 7.235215 2.632976 -2.031693 -0.35 1.58 -0.94 -0.16
O 3.821055 1.202354 -0.493162 -0.46 -1.68 -2.01 -0.04
H 6.186191 -4.765632 1.150607 -0.81 0.35 -2.39 0.07
H 4.904219 -5.251737 -0.221069 1.77 1.60 0.66 0.08
H 6.702530 -4.848160 -0.703550 -1.89 0.60 1.64 0.07
H 6.376026 -2.468455 -0.715717 -1.89 -0.66 1.22 0.13
H 5.458769 -2.459952 0.961811 -0.03 -0.93 -2.32 0.13
H 3.732107 -1.125704 1.580858 -1.67 -0.14 -1.39 0.11
H 3.523370 -0.062241 -3.718399 -1.12 0.30 2.18 0.12
H 2.387720 1.181282 -2.781313 1.10 -2.28 -0.04 0.14
H 1.908360 -2.099775 -2.793321 -0.70 2.59 0.16 0.13
H 1.202564 -0.847464 -4.011707 0.84 -0.27 2.25 0.10
H 0.025943 -1.496255 -1.279615 0.52 2.18 -1.32 0.10
H 0.604389 0.352891 -1.193909 -0.49 -2.04 -1.65 0.11
H -3.469936 -1.729057 1.002919 0.24 2.33 -0.91 0.13
H -2.272832 -0.272285 1.020313 -2.32 -0.40 -0.77 0.13
H -4.575452 0.183278 2.337398 -0.14 0.21 -2.64 0.07
H -4.538956 1.412751 0.904070 0.09 -2.31 0.27 0.05
H -5.635879 -0.140707 0.807075 2.10 0.62 0.53 0.06
H -5.208686 -1.602780 -0.827201 1.72 1.38 -1.56 0.13
H -4.352583 -1.782569 -2.496412 0.03 1.72 1.91 0.13
H -6.294008 -0.155900 -2.698246 2.07 0.80 1.06 0.08
H -4.747834 0.873009 -3.019745 -0.94 -1.21 1.99 0.08
H -5.724448 0.991580 -1.314990 1.29 -1.47 -1.94 0.08
H 5.368273 0.796967 -2.707392 0.00 -1.14 1.72 0.13
H 5.463259 -1.037483 -2.488388 0.08 1.47 1.49 0.13
H 5.202920 0.718724 1.149987 -0.38 -0.38 1.44 0.08
H 5.252899 3.344498 0.874363 1.56 -1.22 -1.24 0.11
H 6.956655 2.521954 0.937569 -1.73 0.03 -1.24 0.10
H 5.506867 3.860083 -1.695294 1.34 -1.00 1.32 0.11
H 7.069101 4.349546 -0.750345 -1.26 -1.59 -0.77 0.10
H 7.377451 3.211505 -2.858622 -0.44 -1.29 2.12 0.10
N -6.574942 1.011486 3.700907 -1.03 0.02 0.64 0.06
C -6.694462 0.514833 4.951668 0.18 0.33 -0.89 -0.14
C -7.890631 0.463303 5.649286 -0.23 0.10 -0.14 -0.08
C -9.035306 0.954093 5.030140 0.00 0.00 -0.01 -0.09
C -8.943891 1.473706 3.742988 0.00 -0.12 0.28 -0.08
C -7.703746 1.479010 3.124990 0.87 -0.30 0.29 -0.14
H -5.772768 0.147137 5.393187 -0.07 0.01 0.00 0.10
H -7.928734 0.050960 6.651173 0.03 0.04 -0.09 0.10
H -9.990773 0.931693 5.546117 0.11 0.00 -0.06 0.10
H -9.817336 1.864365 3.233335 0.09 -0.03 0.03 0.10
H -7.581503 1.870707 2.119038 -0.03 -0.02 0.07 0.10